Record 1
Computed, not measured: a structure of composition C29H81AgBF3N7O11SV, with wB97M-V/def2-TZVPD.

Geometry as XYZ:
```
135
Properties=species:S:1:pos:R:3:forces:R:3
O -1.178356 16.780468 -17.798682 -0.76 -1.50 0.17
V -1.249834 15.511821 -18.708780 1.64 4.01 -1.53
Ag 1.044155 13.431775 -21.440319 -0.22 0.47 -0.43
B -1.167435 13.880579 -20.464905 0.33 -0.24 -1.23
H -0.388362 14.024264 -19.649864 1.74 -0.06 1.80
H -1.043717 12.841302 -20.958938 0.14 -1.58 -0.45
H -2.207037 14.002930 -20.029487 -2.11 -0.05 1.07
H -1.010860 14.721441 -21.236333 -0.04 1.08 -0.93
C 1.826013 18.345928 -21.153218 0.31 0.52 1.12
F 2.388678 18.688980 -22.297526 -0.32 -0.56 -0.15
F 2.775078 18.148420 -20.242765 0.31 -0.45 -0.11
F 1.109348 19.375585 -20.708772 -0.62 -0.13 -0.26
S 0.789066 16.801609 -21.260620 -0.24 -1.48 -1.58
O -0.078151 17.004969 -22.406805 0.69 0.67 1.14
O 1.755727 15.713513 -21.406275 0.21 0.36 -0.08
O 0.057325 16.624647 -20.016818 -0.12 0.84 0.98
C 2.716696 24.340001 -17.621098 -0.83 -1.14 -0.33
C 3.297527 22.997274 -17.188774 2.15 0.59 1.35
C 2.425005 21.769784 -17.287932 -0.29 0.09 0.04
O 3.203186 20.653228 -16.877007 -0.12 -0.31 -1.13
C 2.589019 19.419961 -17.246491 0.86 0.35 1.34
N 4.616594 22.843712 -17.860038 -1.18 -0.12 -1.30
H 2.321359 24.203947 -18.633767 -0.01 0.34 -0.10
H 3.471857 25.117881 -17.634159 0.07 -0.05 0.14
H 1.879112 24.606743 -16.975322 0.03 0.19 -0.02
H 3.593464 23.111448 -16.138458 -0.40 -0.14 0.17
H 2.062181 21.666222 -18.320272 0.11 -0.23 -0.10
H 1.537624 21.807040 -16.643438 -0.07 0.32 0.01
H 1.862907 19.223970 -16.451532 -0.61 -0.33 -0.49
H 3.356425 18.650724 -17.159381 0.07 0.03 -0.07
H 2.212338 19.385982 -18.265650 -0.34 0.26 0.06
H 4.991200 21.905144 -17.753952 -0.13 0.00 0.55
H 4.379795 22.844805 -18.868498 0.63 0.30 0.64
C -1.046513 16.641777 -26.068777 1.39 0.75 0.67
C 0.297588 15.946407 -25.709169 -1.59 -0.56 -0.60
C 1.458556 16.928271 -25.646099 0.38 -1.10 0.12
O 1.809335 17.378319 -26.924678 -0.27 0.78 -0.45
C 2.568461 16.532661 -27.767293 0.37 -0.47 1.09
N 0.129858 15.196120 -24.454143 -0.20 0.05 0.65
H -1.109188 17.341736 -25.227544 -0.66 0.36 -0.26
H -1.942337 16.025472 -26.070125 0.20 -0.32 -0.10
H -0.942550 17.195491 -27.001986 -0.19 0.04 0.01
H 0.514803 15.234921 -26.510270 0.21 -0.11 0.13
H 2.281617 16.379971 -25.165709 0.21 0.09 -0.05
H 1.262026 17.799803 -25.017518 -0.25 0.08 -0.13
H 2.187628 15.508427 -27.813385 -0.43 0.12 -0.33
H 3.570889 16.394261 -27.345724 0.19 0.31 -0.14
H 2.621405 17.002732 -28.742158 -0.05 -0.08 -0.05
H -0.806444 14.794354 -24.451501 0.17 -0.41 -0.46
H -0.008564 15.871859 -23.696868 0.54 -0.22 -0.54
C -3.624414 18.690725 -19.022156 -0.65 1.31 0.52
C -3.894233 17.227061 -19.291937 0.71 -0.26 0.62
C -5.201071 16.985767 -20.032163 0.58 0.69 0.09
O -5.507048 15.615337 -20.045791 0.09 0.07 -0.08
C -6.819594 15.384473 -20.543066 -0.07 0.34 0.02
N -2.709621 16.642109 -20.013843 -0.93 -0.94 -0.84
H -4.438606 19.233218 -18.527288 -0.44 -0.60 -0.07
H -3.497392 19.266351 -19.939691 0.34 -0.30 -0.19
H -2.819169 18.937087 -18.328439 0.47 -0.61 -0.35
H -3.923050 16.636708 -18.370410 -0.38 0.32 0.23
H -5.073972 17.426609 -21.030268 -0.21 -0.25 -0.28
H -5.969727 17.585743 -19.536314 -0.20 -0.18 0.12
H -7.100647 14.350458 -20.366261 0.19 -0.03 0.02
H -6.886345 15.613253 -21.609602 0.06 -0.07 -0.06
H -7.517434 16.042888 -20.018329 -0.12 -0.10 0.02
H -3.149997 16.041643 -20.720000 0.27 -0.64 0.42
H -2.352363 17.337911 -20.690107 0.42 0.43 0.60
C 3.756407 23.093666 -27.439397 -0.51 -0.08 0.87
C 2.450109 23.230640 -26.636337 -0.47 -0.80 -1.52
C 2.637824 23.095642 -25.137508 0.69 -0.39 -0.62
O 3.462302 21.978381 -24.828964 0.06 -0.17 0.16
C 2.760904 20.775784 -24.730525 -1.10 -0.94 0.08
N 1.703401 24.439761 -26.952043 -0.21 -0.29 0.82
H 3.932715 22.023640 -27.546597 0.61 0.10 0.15
H 4.534878 23.613625 -26.877641 0.39 -0.16 -0.42
H 3.639367 23.486434 -28.448295 0.01 0.22 0.06
H 1.865404 22.367522 -26.992214 -0.29 0.12 0.28
H 1.681253 22.956199 -24.627218 -0.06 0.50 0.09
H 3.200313 23.979776 -24.821750 -0.27 0.01 0.43
H 1.850807 20.852417 -24.116135 0.16 0.37 0.39
H 3.361762 19.979921 -24.293249 0.42 0.33 0.05
H 2.339888 20.338052 -25.645744 0.48 0.44 -0.52
H 1.795248 25.089161 -26.181045 0.00 0.44 -0.43
H 1.984638 24.831367 -27.835878 0.06 0.30 0.12
C 0.829691 15.643194 -15.503712 0.54 0.06 0.28
C 1.493071 15.949196 -16.839326 -0.61 0.38 -0.33
C 3.011739 15.810401 -16.847163 -0.47 0.37 0.32
O 3.531924 16.132658 -18.118652 -0.45 0.03 0.19
C 4.887968 16.517935 -18.075194 0.90 -0.03 -0.91
N 0.910413 15.096485 -17.903025 0.10 -0.70 -0.15
H 1.201554 14.708673 -15.075648 0.05 -0.02 -0.03
H -0.255736 15.567403 -15.549603 0.01 0.10 -0.32
H 1.052109 16.440990 -14.794430 0.05 -0.06 0.05
H 1.282467 16.980733 -17.131344 -0.15 -0.04 0.00
H 3.276486 14.786447 -16.560000 0.32 0.07 0.24
H 3.345368 16.570256 -16.134646 0.38 -0.40 0.34
H 5.140099 17.217498 -17.276423 -0.26 -0.09 0.20
H 5.144377 17.003350 -19.018758 -0.38 0.15 0.00
H 5.575481 15.666487 -18.054056 -0.21 -0.20 0.46
H 1.163036 14.140004 -17.644383 -0.28 -0.08 -0.06
H 1.514417 15.289369 -18.707804 -0.35 -0.05 -0.24
C 4.932245 25.645213 -20.293145 0.22 -0.59 0.92
C 4.916520 24.779312 -21.537196 0.87 1.50 1.11
C 3.959478 23.606265 -21.431762 -0.38 0.08 -1.65
O 4.498034 22.553676 -20.654532 -0.09 0.20 -0.66
C 3.876988 21.324155 -20.903718 0.24 -1.18 0.12
N 4.578967 25.662158 -22.641774 -0.41 -0.87 -1.56
H 5.632517 26.480104 -20.337553 -0.08 0.06 -0.36
H 5.295912 25.032569 -19.461909 -0.32 0.08 0.16
H 3.929330 26.013083 -20.072207 0.03 0.08 0.05
H 5.938646 24.391985 -21.637250 -0.15 -0.36 -0.11
H 3.809421 23.307004 -22.480071 0.26 -0.57 0.05
H 2.927505 23.861239 -21.160572 0.17 0.36 0.69
H 3.637726 21.174065 -21.959190 -0.18 0.27 -0.02
H 3.012016 21.107256 -20.267460 -0.35 0.59 -0.15
H 4.549146 20.501026 -20.640891 0.40 0.30 0.00
H 4.970470 25.272359 -23.496870 -0.32 -0.02 -0.05
H 4.958379 26.596955 -22.623552 0.11 0.01 0.75
C -1.397953 20.861326 -22.155735 -0.43 -0.59 0.15
C -2.551894 20.066447 -22.773568 0.63 -0.33 -0.49
C -2.574746 20.171395 -24.317526 -0.49 1.28 1.45
O -3.686401 19.476418 -24.836576 0.21 0.40 0.02
C -3.961089 19.903881 -26.159501 -0.18 -0.29 -0.28
N -2.437368 18.652060 -22.408122 -0.21 -0.35 0.21
H -1.442481 21.932405 -22.343430 0.00 -0.04 -0.25
H -0.449695 20.437496 -22.489066 0.13 0.22 -0.02
H -1.481146 20.721490 -21.075959 0.25 0.03 0.04
H -3.472920 20.432755 -22.311038 -0.20 0.09 -0.52
H -1.625261 19.849702 -24.755749 0.07 -0.20 0.00
H -2.677802 21.253514 -24.471160 -0.03 0.00 -0.61
H -4.951610 19.549507 -26.440952 0.06 -0.15 0.09
H -3.223729 19.492340 -26.854931 0.02 0.04 -0.05
H -3.966757 20.992220 -26.255823 0.09 0.05 0.17
H -1.513705 18.298650 -22.656206 -0.24 0.16 -0.06
H -3.097079 18.186116 -23.029969 0.11 -0.27 0.14
```
Forces are in eV/Å.

E_LUMO (alpha / beta), Eh: -0.16970 / -0.15747
Charge: +1
HOMO-LUMO gap (alpha / beta), eV: 5.710 / 6.043
Spin multiplicity: 2
HOMO level (alpha / beta), eV: -10.3 / -10.3

Löwdin atomic charge list, values in e, 2 entries: -0.23 1.04



Record 2
Computed, not measured: a structure of composition C16H16ClIrO2, with wB97M-V/def2-TZVPD.

Geometry as XYZ:
```
36
Properties=species:S:1:pos:R:3:forces:R:3
Ir 0.334616 0.095267 -0.905124 -0.24 -0.09 -0.09
C -2.634958 0.641549 -2.385212 0.00 0.00 -0.01
C -1.240045 0.149015 -2.502937 -0.04 -0.09 0.04
C -0.890212 -1.180088 -2.066632 0.00 0.00 -0.06
C 0.429070 -1.735652 -2.219177 0.02 -0.03 0.00
C 0.726395 -3.138548 -1.834247 -0.02 -0.01 0.00
C 1.445803 -0.838063 -2.599939 0.03 -0.04 0.05
C 1.170583 0.509508 -2.972021 0.03 0.14 0.01
C 2.286605 1.424507 -3.322952 0.00 0.00 -0.02
C -0.170236 0.986096 -2.880015 0.13 0.03 -0.07
H -2.686948 1.727441 -2.356647 0.00 0.00 0.01
H -3.145752 0.213740 -1.522900 0.00 0.00 -0.01
H -3.173147 0.299817 -3.278179 0.01 0.01 -0.01
H -1.660674 -1.799401 -1.620236 -0.01 0.02 0.00
H -0.027463 -3.554668 -1.169107 0.01 0.01 0.01
H 1.717975 -3.240274 -1.396238 0.00 0.00 -0.01
H 0.714993 -3.729914 -2.758461 -0.01 -0.01 0.01
H 2.477327 -1.171000 -2.570460 0.00 0.01 0.00
H 1.993206 2.471140 -3.300774 0.00 0.00 0.01
H 2.593065 1.178659 -4.348159 -0.01 0.01 0.00
H 3.161675 1.260101 -2.692637 0.00 -0.01 -0.01
H -0.360975 2.037446 -3.060989 -0.01 0.00 0.00
Cl -0.518829 0.944368 7.333161 -0.09 0.12 0.86
C -0.385584 0.751942 5.690083 0.24 -0.31 -0.63
C 0.451503 -0.287291 5.184944 -1.11 1.40 2.41
C 0.566039 -0.449317 3.819730 -0.37 0.43 -2.21
C -0.147024 0.418373 2.975609 0.05 -0.12 -1.30
C -0.974735 1.442274 3.464401 0.74 -0.94 -2.28
C -1.102535 1.620234 4.825911 0.59 -0.69 2.72
C -0.010080 0.251896 1.510009 -0.14 0.32 0.79
O -0.619765 1.003892 0.666051 0.04 0.02 0.01
O 0.739180 -0.634285 0.976362 0.17 -0.17 -0.09
H 0.978853 -0.924991 5.883268 0.01 -0.02 0.02
H 1.194861 -1.227789 3.409346 0.04 -0.05 -0.08
H -1.505199 2.087676 2.776732 -0.02 0.02 -0.08
H -1.727587 2.396339 5.247436 -0.03 0.04 0.03
```
Forces are in eV/Å.

E_LUMO (alpha / beta), Eh: -0.45925 / -0.53026
Charge: +3
HOMO-LUMO gap (alpha / beta), eV: 6.697 / 4.648
Spin multiplicity: 2
HOMO level (alpha / beta), eV: -19.2 / -19.1

Löwdin atomic charge list, values in e, 2 entries: 1.58 0.03



Record 3
Computed, not measured: the ion C6H8N with charge +1, with wB97M-V/def2-TZVPD.

Geometry as XYZ:
```
15
Properties=species:S:1:pos:R:3:forces:R:3
C 0.322875 -0.397701 -2.592691 -0.64 -0.95 -2.78
C 0.549448 0.039424 -1.462520 1.37 1.35 5.07
C 1.543792 -2.121915 0.210129 0.81 1.17 -3.61
C 1.062544 -0.946578 0.612246 -1.20 0.21 2.35
C -1.653372 1.363507 -0.135534 -0.37 -0.04 0.11
C -0.321425 1.031447 0.556737 -0.76 1.43 1.71
N 0.586605 0.097525 -0.091541 -1.64 -1.46 -4.85
H 1.822403 -2.945903 0.763159 0.21 -1.33 1.65
H 1.756603 -2.196809 -0.865976 -0.09 -0.21 0.35
H 0.675151 -0.782704 1.588542 0.67 -0.41 1.22
H -1.532598 1.658178 -1.222136 -0.45 -0.60 1.36
H -2.241431 0.483244 0.118186 -0.51 -0.21 -1.18
H -2.227216 2.152114 0.443147 1.26 -0.50 -0.69
H -0.609720 0.621811 1.618050 1.24 1.20 -1.90
H 0.266341 1.944361 0.460203 0.11 0.36 1.19
```
Forces are in eV/Å.

E_LUMO (alpha / beta), Eh: -0.29287 / -0.30430
Charge: +1
HOMO-LUMO gap (alpha / beta), eV: 7.334 / 7.689
HOMO level (alpha / beta), eV: -15.3 / -16.0

Löwdin atomic charge list, values in e, 2 entries: 0.27 -0.12



Record 4
Computed, not measured: a cluster of 2 separate species, C10H21BrN2O3 in total, with wB97M-V/def2-TZVPD.

Geometry as XYZ:
```
37
Properties=species:S:1:pos:R:3:forces:R:3
C 2.336936 0.034767 -3.018983 -0.11 0.09 0.37
N 1.220007 -0.330998 -2.148292 -0.07 -0.32 -0.11
C 0.991751 0.157009 -0.924651 0.01 0.62 -0.27
O 1.722137 1.001750 -0.407297 0.20 0.02 -0.08
C -0.250616 -0.311236 -0.147111 -0.21 -0.80 -0.05
N -1.533420 -0.208904 -0.885109 0.57 0.71 0.74
C -1.891599 -0.865446 -1.992234 -0.38 -0.66 -0.69
C -3.272070 -0.571513 -2.528082 0.05 -0.06 0.09
O -1.180084 -1.679055 -2.564642 0.44 -0.17 -0.04
C -0.066677 -1.712797 0.483590 0.03 -0.38 0.55
C 1.248271 -1.849486 1.261330 -0.08 0.30 -0.44
C -1.210492 -2.020387 1.462853 0.03 0.06 -0.64
H 2.983099 0.767130 -2.530176 -0.23 -0.15 0.04
H 1.954794 0.465268 -3.945944 0.03 -0.03 0.03
H 2.926413 -0.852792 -3.254120 -0.02 0.05 -0.01
H 0.545782 -1.005004 -2.499535 -0.03 -0.02 0.05
H -0.324707 0.378714 0.693019 -0.02 0.16 -0.12
H -2.218984 0.423573 -0.504848 0.12 0.02 0.02
H -3.317172 0.463283 -2.861118 -0.16 0.09 0.01
H -3.471261 -1.234569 -3.369500 0.08 0.10 0.13
H -4.011236 -0.746919 -1.748799 -0.16 0.13 0.00
H -0.067913 -2.468698 -0.301680 -0.10 0.06 -0.18
H 1.308862 -2.839963 1.712809 -0.03 0.02 -0.02
H 2.101742 -1.730699 0.593884 0.15 0.07 0.12
H 1.300351 -1.097433 2.049678 0.14 0.03 0.01
H -2.164230 -2.038513 0.936546 -0.15 0.03 0.13
H -1.243300 -1.269516 2.253163 -0.04 0.01 0.09
H -1.056340 -3.002235 1.911237 -0.02 0.06 0.04
O 1.886665 1.516914 2.206224 -0.24 0.44 0.24
C 1.377113 2.763355 2.685212 0.24 -0.49 -0.37
C -0.131973 2.809922 2.485463 0.13 -0.05 0.02
Br -0.889049 4.353667 3.475884 0.16 -0.61 -0.51
H 1.883813 1.470190 1.218170 -0.14 0.12 0.53
H 1.603081 2.850185 3.753127 0.06 -0.16 -0.20
H 1.856777 3.598614 2.164005 -0.09 0.05 0.10
H -0.580165 1.887066 2.865716 -0.03 0.35 0.16
H -0.366306 2.894754 1.420210 -0.16 0.29 0.25
```
Forces are in eV/Å.

E_LUMO, Eh: 0.01554
HOMO-LUMO gap, eV: 10.196
HOMO level, eV: -9.8
SMILES: CNC(=O)[C@@H](NC(C)=O)C(C)C.OCCBr

Löwdin atomic charge list, values in e, 2 entries: -0.04 0.06